Record 1
Computed, not measured: a structure of composition C4H6AgO in a non-equilibrium geometry, with ωB97M-V/def2-TZVPD.

Element x y z (Å)
H -1.89293 -0.74027 -0.31918
C -1.47375 1.36094 -0.15874
C -1.16331 0.06955 -0.14100
C 0.06638 -0.51676 0.43347
C 1.04287 -1.25898 -0.37903
O 1.31703 0.10926 -0.00722
Ag 2.74019 1.24480 0.67460
H -0.74305 2.13667 0.07822
H -2.49870 1.68400 -0.34324
H 0.05711 -0.72626 1.50598
H 0.85496 -1.37338 -1.44759
H 1.69320 -1.98957 0.10374

Calculated values
charge: +2
2S+1: 2
LUMO level (alpha / beta): -9.62 / -13.91 eV
expectation value of S²: 0.75
ΔE to the lowest compared entry with this formula, charge and spin: 0.513 eV
E: -10267.829 eV

Results of the Mulliken charge analysis, in e, for atoms 1 through 2:
1. H 0.394
2. C -0.450

Record 2
Computed, not measured: an isolated molecule of C4H6BF4N, with ωB97M-V/def2-TZVPD.

Element x y z (Å)
N 0.17564 2.75988 0.24662
B -0.71962 1.76375 0.81483
F -1.86053 2.21688 1.32143
C -0.40621 0.21104 0.81790
C -0.04506 -0.19976 -0.63785
C -0.02425 -1.66982 -0.83186
F -0.96272 -2.16826 -1.66885
C 0.80682 -2.53116 -0.24564
F 2.05408 -2.23047 0.11351
F 0.48420 -3.79219 0.03037
H -0.00833 2.94649 -0.72973
H 1.14729 2.50081 0.34335
H -1.23889 -0.37499 1.18923
H 0.48458 0.04822 1.42514
H -0.78312 0.23651 -1.30433
H 0.89613 0.28305 -0.88412

Calculated values
SMILES: NB(F)CCC(F)=C(F)F
LUMO level: 0.40 eV
ΔE to the lowest compared entry with this formula, charge and spin: 0.000 eV
E: -17282.738 eV

Results of the Mulliken charge analysis, in e, for atoms 1 through 2:
1. N -0.600
2. B 0.306

Record 3
Computed, not measured: a cluster of 3 separate species, C4H6Br2N2O2 in total in a non-equilibrium geometry, with ωB97M-V/def2-TZVPD.

Element x y z (Å)
C 1.09072 -4.16418 -1.99191
C 0.02198 0.41573 2.03066
C -1.20780 -0.46774 0.28008
C 0.40084 1.07361 0.06516
N -0.45695 0.38699 -0.62422
N -0.43913 -0.78589 1.46017
O 0.42244 -3.49932 -1.33146
O 1.70665 -4.92990 -2.57850
Br 1.59025 2.35489 -0.64278
Br 5.19031 0.31861 0.08378
H 0.91588 0.20268 2.46168
H -0.68632 1.18171 2.27952
H -2.03697 0.13668 0.64433
H -1.70734 -1.37400 -0.19096
H 0.38002 -1.41469 1.44504
H 4.38217 0.75623 -0.96600

Calculated values
LUMO level: 0.28 eV
ΔE to the lowest compared entry with this formula, charge and spin: 2.417 eV
E: -151403.360 eV

Results of the Mulliken charge analysis, in e, for atoms 1 through 2:
1. C 0.704
2. C -0.516

Record 4
Computed, not measured: an isolated molecule of C4H6Br2O in a non-equilibrium geometry, with ωB97M-V/def2-TZVPD.

Element x y z (Å)
C 1.54844 -0.88981 0.99577
C 0.15954 -0.19685 0.83891
O -0.64798 -0.15888 1.71316
C -0.07957 0.33784 -0.64756
C -1.57989 0.63457 -0.89173
Br 0.91997 2.06860 -0.57141
Br 0.51227 -0.87820 -1.94760
H 2.09452 -0.61442 0.16501
H 1.21213 -1.87828 0.98950
H 1.95573 -0.59186 1.90609
H -2.11679 -0.28127 -0.60664
H -1.84162 1.18481 -1.83271
H -2.13675 1.26375 -0.11080

Calculated values
SMILES: CC(=O)C(C)(Br)Br
LUMO level: 0.26 eV
ΔE to the lowest compared entry with this formula, charge and spin: 0.680 eV
E: -146376.880 eV

Results of the Mulliken charge analysis, in e, for atoms 1 through 2:
1. C -1.257
2. C 0.621

Record 5
Computed, not measured: a cluster of 2 separate species, C4H6BrClN2 in total in a non-equilibrium geometry, with ωB97M-V/def2-TZVPD.

Element x y z (Å)
C -1.18203 -1.03141 -0.22457
C 2.34175 2.12535 1.34028
C -0.70949 -2.13979 -1.14351
C -0.29488 0.03461 0.03617
N -2.41776 -1.11510 0.14934
N 2.44119 2.26131 0.14650
Cl 2.10239 2.88951 2.76995
Br -0.60696 1.57139 1.11104
H -1.57799 -2.41381 -1.73590
H -0.01255 -1.81934 -1.76822
H -0.08667 -2.97311 -0.76265
H 0.75378 -0.08854 -0.18350
H -2.82857 -0.36462 0.60584
H 2.07779 3.06355 -0.34077

Calculated values
LUMO level (alpha / beta): -1.20 / -0.27 eV
ΔE to the lowest compared entry with this formula, charge and spin: 3.246 eV
E: -89785.426 eV

Results of the Mulliken charge analysis, in e, for atoms 1 through 2:
1. C 0.930
2. C 0.216

Record 6
Computed, not measured: an isolated molecule of C4H6BrF in a non-equilibrium geometry, with ωB97M-V/def2-TZVPD.

Element x y z (Å)
C -0.22982 -2.06191 0.26344
C -0.55877 -0.85073 -0.11649
C 0.01303 1.66363 0.24025
C 0.46819 0.35804 -0.38972
F -1.80918 -0.42227 -0.17566
Br 2.24198 -0.08279 0.07051
H -0.96237 -2.87797 0.33636
H 0.81140 -2.22496 0.18625
H -0.15303 1.75158 1.33552
H -0.90037 1.80442 -0.24810
H 0.75845 2.35211 -0.12699
H 0.32049 0.59084 -1.37537

Calculated values
2S+1: 3
LUMO level (alpha / beta): 0.92 / -2.22 eV
expectation value of S²: 2.01
ΔE to the lowest compared entry with this formula, charge and spin: 0.000 eV
E: -76999.219 eV

Results of the Mulliken charge analysis, in e, for atoms 1 through 2:
1. C -1.046
2. C 0.577

Record 7
Computed, not measured: an isolated molecule of C4H6BrF3O in a non-equilibrium geometry, with ωB97M-V/def2-TZVPD.

Element x y z (Å)
C 0.44247 -0.73764 1.79727
C 0.39098 -1.51769 0.40506
C 0.44913 1.47214 -1.63326
C -0.19126 0.50128 -0.73872
O 0.44131 -0.64240 -0.77777
F 1.28633 2.28703 -0.97884
F -0.52243 2.26913 -2.23369
F -3.65463 0.53298 -0.33062
Br -1.70051 0.89796 0.07650
H 0.09102 0.25030 1.58152
H -0.32843 -1.18245 2.42634
H 1.35361 -0.85149 2.24389
H -0.46962 -2.17727 0.40164
H 1.28653 -2.12852 0.28853
H 1.12551 1.02666 -2.52783

Calculated values
LUMO level (alpha / beta): -1.14 / -1.14 eV
ΔE to the lowest compared entry with this formula, charge and spin: 2.984 eV
E: -84483.368 eV

Results of the Mulliken charge analysis, in e, for atoms 1 through 2:
1. C -0.863
2. C -0.295

Record 8
Computed, not measured: an isolated molecule of C4H6BrIO in a non-equilibrium geometry, with ωB97M-V/def2-TZVPD.

Element x y z (Å)
C 0.25239 -0.25976 -0.97788
C 1.02692 -1.44792 -1.44079
C -1.60067 1.27322 1.97855
C 0.82323 0.70020 -0.21532
O -0.93315 -0.09059 -1.36730
Br 2.41712 0.57318 0.84800
I -2.46116 0.02346 0.60165
H 1.97438 -1.45414 -0.82406
H 1.46604 -1.48959 -2.46358
H 0.33078 -2.31828 -1.39680
H -2.12993 2.23590 2.10679
H -1.44342 0.77580 2.96457
H 0.27747 1.47853 0.18618

Calculated values
LUMO level (alpha / beta): -1.95 / -0.98 eV
ΔE to the lowest compared entry with this formula, charge and spin: 3.962 eV
E: -84430.951 eV

Results of the Mulliken charge analysis, in e, for atoms 1 through 2:
1. C 0.775
2. C -0.986

Record 9
Computed, not measured: a structure of composition C4H6BrN2OP in a non-equilibrium geometry, with ωB97M-V/def2-TZVPD.

Element x y z (Å)
C -1.67502 -0.89369 -1.09944
C -0.15429 0.98521 1.53857
C -0.51014 0.79355 0.05512
C 1.08412 -1.15772 -0.97429
N -1.50984 0.08588 -0.38763
N 0.85041 1.87636 1.81011
O -0.71100 0.35055 2.43913
P -0.28363 -1.92495 -1.76730
Br 1.97618 0.06146 -2.12699
H -2.67775 -1.15018 -1.37060
H -0.15756 1.69209 -0.63612
H 1.86140 -1.82408 -0.33976
H 1.47746 2.18079 1.08083
H 1.16034 1.95458 2.75521
H -0.73068 -3.02986 -0.97683

Calculated values
LUMO level (alpha / beta): -0.82 / -0.61 eV
E: -88600.566 eV

Results of the Mulliken charge analysis, in e, for atoms 1 through 2:
1. C -0.136
2. C 0.528

Record 10
Computed, not measured: an isolated molecule of C4H6BrN3 in a non-equilibrium geometry, with ωB97M-V/def2-TZVPD.

Element x y z (Å)
N 1.79861 0.15910 -0.05549
N 0.72691 0.06153 0.91526
C -0.33436 -0.85443 0.47933
C -1.31599 -0.44000 -0.34008
C -1.66485 0.92591 -0.36346
C -0.84935 1.77551 0.37223
Br -1.10942 3.55857 0.57788
N 0.16276 1.31837 1.19176
H 1.59142 -0.41876 -0.88882
H 2.66809 -0.15997 0.35646
H 0.01570 -1.85931 0.77250
H -1.98448 -1.28899 -0.69180
H -2.55891 1.25201 -0.80957
H 0.95523 1.93406 1.35173

Calculated values
SMILES: NN1C=CC=C(Br)N1
LUMO level: 0.85 eV
ΔE to the lowest compared entry with this formula, charge and spin: 2.725 eV
E: -78754.747 eV

Results of the Mulliken charge analysis, in e, for atoms 1 through 2:
1. N -0.596
2. N -0.183

Record 11
Computed, not measured: a cluster of 3 separate species, C4H6BrNO4 in total in a non-equilibrium geometry, with ωB97M-V/def2-TZVPD.

Element x y z (Å)
O -2.01794 1.91206 0.62730
C -2.05628 1.05315 -0.17485
Br -3.47400 -0.08577 -0.40465
N -0.95896 0.71028 -1.11613
O -0.83860 -0.38909 -1.54797
O -0.26506 1.66860 -1.38552
C 0.40114 -0.88597 1.37046
C -0.88328 -1.32923 1.38819
H 0.86006 -1.29582 0.53445
H 0.98276 -0.39876 2.16192
H -1.38233 -0.93866 2.22449
H -1.45804 -1.90122 0.62735
C 2.79857 0.52988 -1.06522
O 3.41802 -0.09459 -0.24880
H 1.61900 0.42498 -1.08194
H 3.25495 1.02016 -1.90910

Calculated values
SMILES: O=C(Br)[N+](=O)[O-].C=C.C=O
LUMO level: -1.58 eV
ΔE to the lowest compared entry with this formula, charge and spin: 4.908 eV
E: -83961.716 eV

Results of the Mulliken charge analysis, in e, for atoms 1 through 2:
1. O -0.331
2. C 0.346

Record 12
Computed, not measured: an isolated molecule of C4H6BrPS in a non-equilibrium geometry, with ωB97M-V/def2-TZVPD.

Element x y z (Å)
S 0.37045 3.14064 -2.40789
P 0.71564 2.23841 -0.74874
C -0.87820 1.32497 -0.56099
C -1.03908 0.22234 0.18902
C 0.07052 -0.39376 1.00470
C 0.63679 -1.65481 0.30473
Br 1.82563 -1.00865 -1.14790
H -1.73363 1.85963 -1.07155
H -2.00297 -0.33726 0.44029
H 0.95690 0.13519 1.34589
H -0.18830 -0.89300 1.99324
H 1.35490 -2.36593 0.82213
H -0.08863 -2.26778 -0.16292

Calculated values
SMILES: S=P/C=C\CCBr
LUMO level: -1.15 eV
ΔE to the lowest compared entry with this formula, charge and spin: 1.792 eV
E: -94410.384 eV

Results of the Mulliken charge analysis, in e, for atoms 1 through 2:
1. S -0.281
2. P 0.140